An isolated ion of composition CH3N2S2 and charge +1. Source: OMol25; level of theory: ωB97M-V/def2-TZVPD.

ORCA input file:
```
! RIJCOSX wB97M-V def2-TZVPD def2/J DEFGRID3
* xyz 1 1
C 0.87764 -0.10208 -0.02865
N -0.23815 0.71684 -0.08529
N 0.89909 -1.29193 0.34986
S -1.93597 0.84670 0.19151
S -3.16774 -0.51702 -0.23118
H 1.76596 0.46567 -0.33384
H 0.03158 1.68491 -0.23748
H 1.76760 -1.80310 0.37506
*
```

The calculation puts the energy relative to the best compared isomer or geometry (same formula, charge and spin) at 1.125 eV. The HOMO-LUMO gap (alpha / beta) is 6.65 / 6.65 eV. As for the largest force on an atom: 3.5 eV/A. The calculation puts the energy at -25726.5138 eV.

---

The molecule C2HCl3S. Source: OMol25; level of theory: ωB97M-V/def2-TZVPD.

ORCA input file:
```
! RIJCOSX wB97M-V def2-TZVPD def2/J DEFGRID3
* xyz 0 1
S 1.96999 0.72658 -0.68100
C 0.86882 -0.24998 -0.10633
C -0.56518 0.13934 0.16080
Cl -0.88660 1.82146 -0.21961
Cl -0.97838 -0.32586 1.82542
Cl -1.49961 -0.82973 -1.00615
H 1.09094 -1.28180 0.02686
*
```

The calculation puts the energy relative to the best compared isomer or geometry (same formula, charge and spin) at 0.021 eV. Its structure (SMILES) is S=CC(Cl)(Cl)Cl. The HOMO-LUMO gap is 8.49 eV. As for the largest force on an atom: 1.0 eV/A. The calculation puts the energy at -50491.6630 eV.

---

C21H27NO6RuS as an isolated structure. Source: OMol25; level of theory: ωB97M-V/def2-TZVPD.

ORCA input file:
```
! RIJCOSX wB97M-V def2-TZVPD def2/J DEFGRID3
* xyz 2 5
Ru 1.22098 -0.01188 -0.04526
O 1.54619 -2.90904 -3.35296
C 1.68690 -1.91391 -2.52813
O 1.16227 -1.86275 -1.41955
C 2.61271 -0.84419 -3.05111
O 2.62035 0.26946 -2.18114
C 2.09329 1.48039 -2.73732
C 0.55312 1.49236 -2.59025
O -0.17200 1.77762 -3.50215
O 0.17336 1.14846 -1.37807
H 1.00488 -3.63056 -2.99630
H 2.32907 -0.57867 -4.07082
H 3.61938 -1.26934 -3.08245
H 2.36988 1.60773 -3.78132
H 2.49386 2.29519 -2.13428
C 4.38517 -2.30666 1.79048
C 4.64044 -1.59254 2.95444
C 3.86597 -0.48294 3.25189
C 2.86233 -0.09626 2.37972
N 2.62936 -0.79587 1.24182
C 3.37429 -1.87481 0.95941
C 1.98610 1.06298 2.53109
C 1.95041 1.90737 3.62899
C 1.05900 2.97307 3.64874
C 0.20969 3.21331 2.57074
C 0.23374 2.37860 1.46736
C 1.12220 1.30565 1.44022
H 4.95921 -3.18451 1.53288
H 5.43844 -1.89122 3.62077
H 4.04646 0.08467 4.15295
H 3.14506 -2.40990 0.04857
H 2.60394 1.73928 4.47440
H 1.02296 3.62067 4.51415
H -0.46625 4.05698 2.59958
H -0.41688 2.56877 0.62305
C -3.94256 1.82600 -2.25540
C -3.38490 2.13533 -0.86667
C -3.15845 0.88777 -0.02653
S -2.05355 -0.30280 -0.88766
O -1.02262 -0.74603 0.12670
C -3.12963 -1.77522 -1.16144
C -3.15529 -2.73634 0.01559
C -3.85458 -2.21874 1.26805
H -4.28796 2.73757 -2.73877
H -4.79499 1.14526 -2.19651
H -3.17630 1.38439 -2.89780
H -4.08757 2.76669 -0.31882
H -2.45705 2.70482 -0.96250
H -4.09367 0.35952 0.15279
H -2.65580 1.09087 0.91933
H -2.72125 -2.25098 -2.05360
H -4.11015 -1.36698 -1.41179
H -2.13408 -3.02818 0.26493
H -3.66632 -3.63488 -0.33795
H -3.32610 -1.36709 1.69915
H -3.86472 -3.00217 2.02430
H -4.88832 -1.93634 1.06447
*
```

The HOMO-LUMO gap (alpha / beta) is 8.49 / 5.79 eV. As for the largest force on an atom: 2.8 eV/A. The calculation puts the energy at -49390.5063 eV.

---

A 14-piece molecular cluster, C40H66N14O6S2 overall. Source: OMol25; level of theory: ωB97M-V/def2-TZVPD.

ORCA input file:
```
! RIJCOSX wB97M-V def2-TZVPD def2/J DEFGRID3
* xyz 0 1
C -4.52227 1.29582 0.54518
O -3.63802 0.61176 1.53950
C -2.41504 0.11692 0.88809
C -2.77425 -1.19798 -0.08112
C -1.74385 -2.40074 0.45712
C -2.05575 -3.73166 -0.44650
C -1.77114 -3.48948 -2.07009
O -0.35795 -3.18305 -2.35062
C -0.36854 -2.11869 -3.40386
N -1.27587 -4.96905 -0.06595
S -0.15816 -4.70129 1.24734
C 1.40724 -3.83666 0.69087
C 2.00832 -2.92274 1.95333
O 3.34162 -3.08340 2.16989
O 1.13668 -2.01760 2.71876
C 1.75605 -1.56914 3.97485
C 2.70414 -0.23589 3.84727
C 1.83570 1.06144 4.35608
O 3.37379 -0.06755 2.54909
C 2.61882 0.79878 1.63162
O 1.64315 0.30233 0.82081
C 2.89815 2.43554 1.43242
S 1.21562 3.14812 0.87618
H -4.79998 2.36932 0.92125
H -3.94791 1.35050 -0.49689
H -5.50124 0.63112 0.44824
H -1.64861 -0.19858 1.74432
H -1.85701 0.96303 0.26122
H -2.45770 -0.91686 -1.17232
H -3.89845 -1.52768 0.02976
H -0.66106 -1.96514 0.30314
H -2.02077 -2.52418 1.61180
H -3.22039 -3.95513 -0.36045
H -2.03417 -4.51677 -2.61823
H -2.52756 -2.68639 -2.46486
H 0.64399 -2.08684 -4.00654
H -0.56704 -1.11235 -2.82482
H -1.22868 -2.29264 -4.20776
H -0.80726 -5.42733 -0.87771
H 2.20028 -4.61420 0.28551
H 1.20099 -3.08717 -0.19827
H 2.35157 -2.42490 4.51790
H 0.86327 -1.28478 4.70969
H 3.57724 -0.37861 4.64958
H 0.85997 1.27583 3.74331
H 2.52510 2.02647 4.49111
H 1.46902 0.79797 5.46133
H 3.70363 2.66663 0.61533
H 3.10980 2.90573 2.48336
H 0.18966 2.57484 1.69005
C 6.30723 -3.71576 3.20904
C 7.50818 -3.80777 4.13614
N 8.50449 -3.88405 4.90532
H 6.63058 -3.81518 2.16914
H 5.59674 -4.51466 3.43893
H 5.81068 -2.74998 3.33677
C 0.76192 0.89084 -6.66422
C -0.54322 0.15556 -6.40688
N -1.62600 -0.45446 -6.19346
H 0.77804 1.82925 -6.10301
H 1.60673 0.27247 -6.34828
H 0.86147 1.11182 -7.73045
C -7.92258 -1.29033 -0.30584
C -7.18047 -2.48535 -0.88154
N -6.56478 -3.47681 -1.35909
H -7.51528 -0.36378 -0.71990
H -8.98511 -1.35539 -0.55624
H -7.81354 -1.27239 0.78200
C -1.20458 -1.69300 -9.93631
C -0.16295 -0.58612 -9.92621
N 0.70117 0.33220 -9.91777
H -1.58601 -1.83669 -10.95104
H -0.75787 -2.62845 -9.58805
H -2.03615 -1.42851 -9.27743
C -7.41067 5.00372 0.64332
C -7.89903 3.56453 0.62185
N -8.30426 2.37056 0.60406
H -6.53277 5.08988 1.28961
H -7.14091 5.32097 -0.36786
H -8.19872 5.65928 1.02387
C 1.94468 5.94589 -2.07482
C 1.54545 5.41348 -3.44135
N 1.21418 4.97185 -4.57507
H 1.98889 5.12527 -1.35339
H 2.92731 6.42228 -2.13287
H 1.21184 6.68174 -1.73265
C -3.23169 -7.78809 0.00962
C -3.27108 -9.24165 0.45219
N -3.30373 -10.44758 0.81930
H -4.17368 -7.29496 0.26514
H -2.41028 -7.26807 0.51037
H -3.08213 -7.73157 -1.07207
C 6.72737 -2.85432 7.69852
C 5.20956 -2.92040 7.65233
N 3.95034 -2.97514 7.61402
H 7.11977 -3.69628 8.27553
H 7.13345 -2.89783 6.68408
H 7.04579 -1.92045 8.16980
C 4.62061 9.07244 -4.17803
C 4.61350 8.49246 -2.77311
N 4.60752 8.01130 -1.60754
H 5.49429 9.71651 -4.31102
H 4.65813 8.26492 -4.91451
H 3.71487 9.66254 -4.34244
C 5.94697 5.31547 2.51057
C 5.02302 4.77985 3.59208
N 4.25645 4.33556 4.48934
H 6.98737 5.09838 2.76797
H 5.71152 4.84433 1.55219
H 5.82197 6.39758 2.41563
C -6.05862 5.35940 4.61810
C -6.25488 6.69024 3.91058
N -6.41763 7.79437 3.32361
H -6.82432 5.23004 5.38802
H -6.13536 4.53968 3.89833
H -5.07199 5.32908 5.08846
C 3.84754 -6.72241 8.10282
C 3.30816 -7.54427 9.26207
N 2.86074 -8.22616 10.22381
H 3.10187 -6.66937 7.30471
H 4.07999 -5.70871 8.44088
H 4.75747 -7.18418 7.70990
C -1.70506 3.59335 -11.52363
C -2.19342 2.15416 -11.54510
N -2.59866 0.96018 -11.56289
H -0.82716 3.67951 -10.87734
H -1.43531 3.91060 -12.53482
H -2.49311 4.24891 -11.14308
*
```

The HOMO-LUMO gap is 8.67 eV. As for the largest force on an atom: 10.1 eV/A. The calculation puts the energy at -97343.8370 eV.